No. 1
DFT (ωB97M-V with the def2-TZVPD basis set) results for a molecular structure, C9H10.

```
19
Properties=species:S:1:pos:R:3:lowdin_charge:R:1
C 0.27525 0.49718 -0.77942 0.080
C 1.28172 0.24952 0.00126 -0.342
C 0.99529 -0.92592 0.99492 -0.204
C -0.79994 -1.73233 -0.59655 -0.135
C -1.01369 -0.20096 -0.45802 -0.357
C -2.09624 0.25465 0.15573 0.047
C -0.35039 -1.55408 0.87884 0.056
C 2.72785 0.59178 -0.29712 -0.056
C -2.73918 1.53679 0.19553 -0.071
H 1.80349 -1.74870 0.88303 0.144
H 1.29781 -0.47067 2.00455 0.125
H -1.69871 -2.20303 -0.75672 0.051
H -0.01867 -2.14088 -1.42235 0.176
H 3.45760 -0.13997 -0.47081 0.057
H 2.89752 1.29121 0.46896 0.056
H 2.67975 1.24527 -1.22826 0.099
H -3.55010 1.37837 -0.58546 0.129
H -2.05105 2.27109 -0.15325 0.076
H -3.09832 1.80069 1.16514 0.070
```

Results
**HOMO level (spin up / spin down)**: -7.70 / -7.71 eV
**Lowest unoccupied orbital energy (spin up / spin down)**: -1.7 / -1.7 eV
**ΔE to the lowest compared entry with this formula, charge and spin**: 873.7 kJ/mol
**Net charge**: 0



No. 2
DFT (ωB97M-V with the def2-TZVPD basis set) results for a gas-phase ion, C9H10Br2N (charge +1).

```
22
Properties=species:S:1:pos:R:3:mulliken_spin:R:1
C 2.30119 -1.02528 -1.30631 0.497
C 2.10127 -1.93330 -0.23451 0.025
C 1.38117 -0.09357 -1.61362 0.308
C 0.99896 -1.72357 0.48789 0.187
C 0.33562 0.22490 -0.78862 0.236
C 0.21381 -0.58875 0.31802 0.311
C -0.56241 1.41426 -1.10871 0.025
C -1.72847 1.45295 -0.18371 -0.002
C -0.91695 -0.41107 1.33528 0.092
N -1.45438 0.98023 1.24312 0.000
Br -0.07088 -0.43712 3.23145 0.146
Br -2.36154 -1.72610 1.25306 0.098
H 3.29747 -1.05125 -1.63292 0.024
H 2.77501 -2.67052 0.25957 0.005
H 1.57010 0.50020 -2.50949 0.005
H 0.76712 -2.23543 1.35246 0.034
H 0.20824 2.25244 -0.93337 0.009
H -0.94602 1.30934 -2.17868 -0.002
H -2.33200 2.38226 0.04594 0.001
H -2.53080 0.77255 -0.48242 0.002
H -0.79605 1.69743 1.52788 0.000
H -2.25045 0.90943 1.91771 0.000
```

Results
**Spin multiplicity**: 3
**HOMO level (spin up / spin down)**: -8.97 / -13.41 eV
**Lowest unoccupied orbital energy (spin up / spin down)**: -3.8 / -7.0 eV
**Net charge**: +1



No. 3
DFT (ωB97M-V with the def2-TZVPD basis set) results for a gas-phase ion, C9H10Br2NO (charge +1).

```
23
Properties=species:S:1:pos:R:3:lowdin_charge:R:1
C -1.58100 1.24256 -0.53785 -0.012
C -0.32194 -1.52290 1.23671 0.003
C -2.44391 0.19811 -0.60658 -0.483
C -1.41423 -1.87555 0.50596 -0.486
C 0.72626 0.22804 -1.01877 -0.089
C 1.56684 -0.42423 0.07515 -0.090
C -0.11774 1.27602 -0.25834 -0.290
C 0.61713 -0.35529 1.28366 -0.317
C -2.30343 -1.22901 -0.43292 -0.342
N 0.09530 0.97460 1.15284 0.055
O -3.10632 -2.04319 -1.04102 0.042
Br -4.25924 0.69334 -1.17187 0.859
Br -1.93219 -3.73778 0.74439 0.866
H -2.02554 2.21454 -0.70267 0.113
H 0.02167 -2.31856 1.89418 0.110
H 1.34610 0.68248 -1.78640 0.128
H 0.07219 -0.50233 -1.49538 0.113
H 1.88216 -1.43251 -0.17768 0.132
H 2.44339 0.18232 0.29565 0.134
H 0.25249 2.28761 -0.45232 0.153
H 1.16259 -0.41744 2.23029 0.162
H -0.66440 1.22792 1.77313 0.144
H -3.78130 -1.62041 -1.61153 0.094
```

Results
**HOMO level (spin up / spin down)**: -13.22 / -13.22 eV
**Lowest unoccupied orbital energy (spin up / spin down)**: -6.2 / -6.2 eV
**ΔE to the lowest compared entry with this formula, charge and spin**: 0.0 kJ/mol
**Net charge**: +1



No. 4
DFT (ωB97M-V with the def2-TZVPD basis set) results for C9H10Br2O2S in the gas phase.

```
24
Properties=species:S:1:pos:R:3:lowdin_charge:R:1
C 2.98480 -0.99091 0.62291 -0.063
C 0.67961 -0.14728 0.39990 -0.322
C 0.70661 -0.74184 -0.78961 -0.529
C 2.83357 -1.53945 -0.57861 -0.680
C 1.83038 -0.36997 1.35971 -0.311
C -0.39860 0.68859 0.88349 -0.563
C -1.73462 0.49090 -1.02026 -0.638
C -1.90138 1.90655 -1.31450 -0.233
C -2.95599 -0.21412 -0.48121 -0.110
O 1.74272 -1.40275 -1.32596 -0.066
O 1.35325 -1.30537 2.37575 0.001
S -0.49388 -0.39698 -1.99874 1.045
Br 4.34595 -2.35536 -1.52220 0.726
Br -0.11674 2.52718 1.06829 0.789
H 3.97822 -1.03266 1.22184 0.147
H 2.00179 0.72738 1.81313 0.159
H -1.16859 0.25990 1.64312 0.113
H -2.62214 2.30380 -0.54471 0.092
H -2.43612 1.86506 -2.28809 0.097
H -0.92981 2.39274 -1.55281 0.063
H -3.39597 -0.83370 -1.27997 0.088
H -3.53759 0.53345 0.04317 0.081
H -2.70041 -1.01657 0.18439 0.068
H 1.93493 -1.34859 3.08097 0.044
```

Results
**HOMO level**: -8.21 eV
**Lowest unoccupied orbital energy**: 0.4 eV
**Net charge**: 0



Total energy across the listed records, respectively: -9484.368; -151058.255; -153108.729; -164505.958 eV.